DFT (ωB97M-V with the def2-TZVPD basis set) results for 2 unconnected molecules or ions with the total composition C10H15N2O.

- Orbital gap: 6.290 eV

ORCA input file:
```
! RIJCOSX wB97M-V def2-TZVPD def2/J DEFGRID3
* xyz 1 1
H -0.358 -1.185 2.181
C 4.130 0.598 0.792
C -1.013 -0.314 2.163
C -1.206 -0.457 -0.377
N 2.000 1.586 0.848
N 2.806 0.470 0.476
C -0.778 -1.830 -0.421
H 1.670 2.032 -0.010
H 2.416 -0.467 0.586
H -2.038 1.153 -1.604
C -1.610 -0.590 -2.798
C -0.740 -2.522 -1.624
C -1.653 0.128 -1.613
H -1.296 2.171 1.800
H -0.479 -2.329 0.510
O 4.610 1.685 1.101
H 4.674 -0.364 0.702
H -1.947 -0.113 -3.718
H -1.970 -0.614 2.619
H 2.615 2.261 1.317
H -0.578 0.443 2.828
C -1.149 -1.915 -2.823
H -1.122 2.316 0.048
C -1.592 1.727 0.842
H -2.679 1.866 0.747
H -1.120 -2.472 -3.763
C -1.209 0.290 0.822
H -0.385 -3.555 -1.632
*
```


DFT (ωB97M-V with the def2-TZVPD basis set) results for 2 unconnected molecules or ions with the total composition C5H14NO2.

- Orbital gap: 10.244 eV

ORCA input file:
```
! RIJCOSX wB97M-V def2-TZVPD def2/J DEFGRID3
* xyz 1 1
O 2.661 -0.687 0.892
H 0.323 -1.497 0.263
H 1.794 1.756 -2.484
H -0.483 1.192 -1.216
H -0.873 -0.605 -2.635
H 1.860 2.923 -1.605
C -1.186 0.473 -0.790
H 0.302 -2.248 2.275
H -0.627 1.331 1.072
H -0.851 -1.642 -1.253
C 1.688 0.001 0.763
C -1.357 -0.768 -1.663
C -0.851 0.331 0.714
N 0.219 -1.237 2.382
H -1.713 -0.202 1.128
H -2.388 -0.951 -1.958
H -0.654 -0.982 2.843
O 1.197 2.281 -1.921
H -2.054 1.139 -0.912
C 0.290 -0.662 0.943
H 1.008 -0.903 2.934
H 1.695 0.958 0.228
*
```


DFT (ωB97M-V with the def2-TZVPD basis set) results for a gas-phase ion, C6H12N (charge +1).

- Orbital gap: 7.933 eV
- SMILES: C=C/C=C/CC[NH3+]

ORCA input file:
```
! RIJCOSX wB97M-V def2-TZVPD def2/J DEFGRID3
* xyz 1 1
H -2.716 1.091 -0.017
H -1.366 0.947 2.141
H -3.148 -0.069 1.084
C -2.380 0.141 0.381
C 1.347 -0.203 0.466
H -1.717 -1.723 -0.633
H 2.089 0.398 -1.492
C 3.750 0.277 -0.463
H 4.076 1.135 -1.159
H 4.688 -0.270 -0.363
H 0.184 1.430 -0.004
H 1.016 -1.243 0.543
H -2.992 -0.747 -1.270
H -1.333 -0.400 -1.504
N -2.027 -0.789 -0.867
C 2.366 0.013 -0.554
C -1.063 0.227 1.302
H -1.025 -0.755 1.735
C 0.252 0.540 0.670
*
```


DFT (ωB97M-V with the def2-TZVPD basis set) results for C4H2ClNO2 in the gas phase.

- Orbital gap: 9.175 eV
- SMILES: N#CC(=O)C(=O)CCl

ORCA input file:
```
! RIJCOSX wB97M-V def2-TZVPD def2/J DEFGRID3
* xyz 0 1
O 0.084 1.731 -0.241
C 2.256 -0.215 -0.698
H -1.462 -0.790 1.143
C 0.928 -0.467 -0.117
C -1.489 0.164 0.552
O 0.761 -1.548 0.466
N 3.337 -0.019 -1.020
Cl -2.114 -0.480 -1.115
H -2.165 1.026 0.982
C -0.137 0.598 0.049
*
```


The calculation returns the following energy above the lowest of the compared OMol25 structures with the same formula, charge and spin values, one per record and in order: 17.6; 55.4; 112.6; 35.7 kcal per mole.
The calculation returns the following LUMO level values, one per record and in order: -6.116; -4.012; -3.840; -1.886 eV.